{"formula": "CHN3O", "method": "wB97M-V/def2-TZVPD", "species": ["C", "N", "N", "N", "O", "H"], "positions_angstrom": [[0.874, -0.192, -0.032], [-1.341, 0.594, 0.690], [-1.615, -0.148, -0.218], [-0.402, 0.717, -0.342], [0.666, -1.277, 0.428], [1.819, 0.306, -0.525]], "forces_ev_per_a": [[-2.010, 0.372, -1.189], [-1.659, -0.888, 0.895], [-0.050, 0.200, 0.894], [3.940, 0.052, -1.472], [1.263, 1.289, -0.356], [-1.484, -1.025, 1.228]], "mulliken_charge": [0.25, -0.02, -0.04, -0.09, -0.40, 0.29], "homo_lumo_gap_ev": 10.4, "total_charge": 0, "relative_energy_ev": 5.244, "smiles": "O=CN1N=N1", "lumo_ev": 0.073, "homo_energy_ev": -10.353}


{"formula": "CHN3O2", "method": "wB97M-V/def2-TZVPD", "species": ["C", "H", "N", "N", "N", "O", "O"], "positions_angstrom": [[-0.166, -0.764, 0.763], [-0.669, 1.426, -1.223], [0.966, 0.113, 0.870], [1.090, 0.821, -0.167], [0.022, 0.618, -1.066], [-0.368, -1.917, 1.244], [-0.875, -0.297, -0.421]], "forces_ev_per_a": [[-0.955, -4.543, -1.379], [2.167, -0.738, 0.188], [0.341, -0.020, -1.079], [-1.792, 0.082, 0.921], [-1.819, -0.306, 1.495], [0.686, 6.042, -1.568], [1.374, -0.517, 1.421]], "mulliken_charge": [0.57, 0.32, -0.11, -0.10, 0.01, -0.46, -0.21], "homo_lumo_gap_ev": 9.9, "total_charge": 0, "relative_energy_ev": 2.695, "smiles": "O=c1nn[nH]o1", "lumo_ev": -1.134, "homo_energy_ev": -11.067}